[1]
This record from the Open Molecules 2025 dataset describes a structure of composition C25H38P2Pb. The level of theory is the ωB97M-V functional and the def2-TZVPD basis.

Summary:
**Total charge**: +2
**DFT total energy**: -1850.03765 Eh
**Molar mass**: 607.73 g/mol
**Gap between HOMO and LUMO (spin up / spin down)**: 5.397 / 4.402 eV
**Energy above the lowest of the compared OMol25 structures with the same formula, charge and spin**: 2.985 eV

```
66
Properties=species:S:1:pos:R:3:forces:R:3:lowdin_charge:R:1
Pb -1.11110 0.18776 1.69714 -1.332 -2.438 -0.441 1.294
P -0.74002 -0.74356 -1.77124 -0.069 -0.655 0.091 0.982
P 2.37400 -0.37495 1.52204 -0.131 1.025 0.250 1.064
C -4.24212 -4.34446 2.12508 -0.216 0.430 -0.083 -0.041
C 0.75626 3.62432 1.11761 1.814 0.838 -0.010 -0.132
C 0.06777 -1.48417 2.78576 -0.521 -0.791 0.387 -0.355
C -0.23747 -2.89528 -0.14959 0.428 -0.854 -1.249 -0.210
C 1.65266 3.18481 -2.23174 -0.017 0.915 -0.354 -0.168
C -2.25974 -4.75863 0.18666 -0.926 0.629 1.200 -0.154
C -1.40770 -2.48628 0.48648 -0.913 2.297 1.233 -0.168
C 1.56551 0.86281 2.58197 0.115 0.351 0.837 -0.346
C 1.86607 -0.19589 -0.26274 0.156 -0.977 -0.124 -0.326
C 2.24550 3.81263 -0.94895 0.812 0.318 -0.069 -0.172
C -2.43217 -3.42455 0.75906 0.171 -1.469 -0.566 -0.192
C 0.19098 2.81078 -2.17388 -0.497 0.264 -0.660 -0.161
C -0.69095 3.26288 -1.26450 -0.059 0.799 -0.959 -0.111
C 0.15880 -0.66673 -3.37278 0.009 -0.416 -0.057 -0.224
C 0.47841 0.28975 -0.77587 0.670 0.992 -0.527 -0.469
C -0.52043 4.67923 -0.76250 0.376 0.365 0.068 -0.175
C -3.51637 -3.24330 1.67047 0.333 -0.346 -0.287 -0.013
C -0.19789 -4.11602 -0.88774 0.120 0.034 0.278 -0.064
C -0.11248 4.75942 0.70376 -0.965 0.355 -0.110 -0.177
C 1.84256 3.23047 0.40265 0.111 1.025 0.819 -0.100
C -3.08179 -5.81568 0.61382 -0.132 -0.101 -0.248 -0.002
C -2.17509 0.36499 -2.13019 0.066 0.176 0.155 -0.235
C 4.13990 0.00288 1.76631 -0.002 -0.559 -0.489 -0.195
C -1.21568 -5.01965 -0.72868 0.606 0.203 -0.445 0.003
C -4.03864 -5.64082 1.60084 0.438 0.791 -0.069 -0.020
H 1.78868 3.91419 -3.05156 0.152 -0.252 0.203 0.134
H 0.78539 0.48526 3.29283 1.364 0.308 -0.572 0.002
H 3.34322 3.71052 -1.01227 -0.371 -0.133 -0.064 0.118
H 2.29271 2.33009 -2.53093 -0.594 0.074 0.075 0.113
H 1.21408 -0.44281 -3.16279 -0.229 -0.138 -0.333 0.050
H 0.21426 5.22633 -1.38810 -0.511 -0.547 0.292 0.115
H 2.13010 4.91341 -0.99691 -0.273 -0.597 0.375 0.121
H 0.64323 -4.31827 -1.54479 -0.065 -0.101 0.165 0.114
H 0.06547 1.12155 -0.16788 0.227 -0.396 -0.273 -0.038
H 0.38973 5.72629 0.88296 0.062 -0.408 0.109 0.141
H -3.00889 -0.20663 -2.57479 0.516 0.050 0.210 0.071
H 1.11391 1.61106 1.91110 0.385 -0.164 0.352 -0.051
H -1.62940 2.74563 -1.00417 0.210 0.512 -0.778 0.098
H 0.00643 -1.30868 3.87288 0.219 0.020 -0.184 0.026
H 0.77626 0.89677 -1.66856 -0.159 -0.172 1.078 0.032
H 1.14728 -1.68926 2.54854 -0.672 -0.093 0.134 -0.038
H -1.01374 4.79328 1.32294 0.085 -0.094 0.059 0.116
H -0.15639 2.26857 -3.06971 0.256 -0.751 0.924 0.105
H 0.09229 -1.63302 -3.90274 0.005 0.547 0.116 0.060
H 4.23642 1.09824 1.75765 0.152 -0.308 -0.047 0.062
H -5.01540 -4.19403 2.88374 0.267 -0.039 -0.304 0.119
H -1.84645 1.13296 -2.84628 -0.309 -0.175 0.327 0.035
H 2.63293 0.48702 -0.65160 -0.005 -0.007 0.152 0.093
H -0.48102 -2.40599 2.55273 0.357 0.239 0.280 -0.008
H -3.73075 -2.22370 2.00716 0.042 -0.434 0.126 0.107
H 0.65911 3.41410 2.18385 0.207 -0.364 -0.167 0.106
H 2.36892 1.34068 3.17307 -0.425 0.026 -0.318 0.091
H 4.72131 -0.47724 0.96874 0.013 0.281 0.198 0.068
H -4.61621 -6.48264 1.96608 0.016 0.139 -0.053 0.122
H 2.11856 -1.19225 -0.68122 -0.003 0.527 -0.028 0.088
H -2.54986 0.84639 -1.21929 0.004 -0.162 -0.209 0.019
H 2.70967 2.77484 0.94330 -1.078 -0.253 -0.440 0.103
H -2.93857 -6.79306 0.15085 -0.040 0.183 0.199 0.128
H 0.69997 -2.31832 -0.08888 -0.768 -0.276 -0.021 0.054
H -1.45717 5.23516 -0.93398 0.160 -0.393 0.125 0.134
H -0.29941 0.14122 -3.95800 0.357 -0.323 -0.117 0.046
H -1.23859 -5.97549 -1.25283 0.214 0.237 0.099 0.134
H 4.47313 -0.41493 2.72963 -0.211 0.235 -0.261 0.080
```
Forces are in eV/Å.



[2]
This record from the Open Molecules 2025 dataset describes a structure of composition C15H41AlN4O5. The level of theory is the ωB97M-V functional and the def2-TZVPD basis.

Summary:
**Total charge**: -2
**DFT total energy**: -1433.60233 Eh
**Molar mass**: 384.50 g/mol
**Gap between HOMO and LUMO**: 2.900 eV

```
66
Properties=species:S:1:pos:R:3:forces:R:3:lowdin_charge:R:1
Al -4.96180 0.20308 -2.44740 0.958 0.463 0.113 0.131
O 1.05045 -4.57540 0.40990 -0.247 -0.049 0.416 -0.204
O 4.11167 -3.11001 3.59467 0.443 -0.513 0.071 -0.203
O -4.62834 3.07326 -2.02564 0.916 -3.059 -3.876 -0.306
O -3.86103 2.46766 -4.33011 -2.384 -1.061 5.809 -0.425
O -1.04955 5.55897 -2.59010 0.261 0.583 0.517 -0.189
N -3.34914 -0.82083 -1.99321 0.136 -0.917 -1.095 -0.205
N 3.84825 -4.00257 6.34028 -0.193 -0.017 -0.284 0.032
N -0.77269 -3.40443 -1.51608 0.291 -0.575 0.208 0.053
N -2.87269 6.72995 -4.51608 0.181 -0.054 -0.127 0.028
C -4.43715 2.13506 -2.98640 1.485 4.128 -1.696 -0.548
C -1.15535 0.54814 -2.61983 -0.717 0.272 -1.143 -0.141
C -2.45717 5.58752 -2.33928 -0.514 -0.497 -0.423 -0.186
C -0.35717 -4.54686 0.66072 -0.199 -0.085 -0.383 -0.208
C 5.15739 -2.16479 3.42925 -0.439 0.261 -0.056 -0.103
C 1.79246 -3.59584 1.11998 0.249 -0.206 -0.386 -0.117
C -0.30754 6.53854 -1.88002 0.011 -0.579 -0.574 -0.135
C -3.22351 6.70182 -3.08842 0.475 -0.116 0.085 -0.419
C -1.12351 -3.43255 -0.08842 0.406 0.234 -0.036 -0.422
C 4.90617 -4.55531 5.48159 -0.051 0.451 -0.140 -0.432
C -3.01822 8.09723 -2.50106 -0.239 0.324 0.012 -0.099
C 6.23925 -3.91458 5.86457 0.270 -0.099 0.226 -0.082
C 4.55044 -4.41435 3.98367 -0.357 0.028 0.052 -0.200
C -0.91822 -2.03714 0.49894 -0.276 0.305 0.061 -0.075
C -2.32179 -0.52479 -3.06423 -0.456 0.295 -1.145 -0.415
H -0.73774 -5.51305 0.30451 0.179 0.075 -0.045 0.112
H 6.06055 -2.61735 3.01152 0.030 -0.058 0.074 0.089
H -1.88990 -1.53392 -3.49506 -0.360 1.968 0.897 0.079
H -2.91737 -0.01004 -3.96169 1.717 -0.772 1.422 0.072
H -0.59474 0.85415 -3.62500 -0.962 -0.631 2.133 0.067
H 3.64527 -3.05642 6.00431 0.116 -0.250 0.150 0.074
H -4.29381 6.47415 -3.00493 0.244 -0.230 -0.001 0.140
H -2.06141 8.54170 -2.78892 -0.025 -0.117 0.017 0.050
H -1.85057 6.75442 -4.57908 -0.308 -0.013 0.086 0.059
H 3.70414 -5.08206 3.77592 0.040 0.215 0.018 0.122
H -5.86936 0.20085 -1.13803 -0.410 -0.093 0.421 -0.141
H 5.37360 -1.68049 4.38194 0.265 0.038 -0.006 0.070
H 7.01374 -4.14431 5.12583 -0.065 0.045 0.048 0.076
H 0.03859 -1.59268 0.21108 -0.056 -0.144 -0.013 0.057
H 4.99368 -5.62796 5.69631 -0.117 0.077 -0.118 0.132
H -0.38106 0.13376 -1.84524 -1.536 0.737 -1.290 0.037
H 4.80977 -1.38546 2.74206 -0.042 -0.244 0.061 0.094
H 6.17310 -2.82789 5.96765 -0.081 -0.156 -0.087 0.063
H 6.57892 -4.29944 6.83454 -0.128 0.063 -0.179 0.074
H -0.97400 -2.05738 1.59202 0.057 -0.050 0.015 0.070
H -0.55581 -4.51796 1.73906 0.098 0.180 0.096 0.110
H 2.98271 -4.51222 6.15994 0.158 0.053 0.122 0.073
H -5.72880 -0.55585 -3.64534 -0.167 -0.297 -0.314 -0.133
H -1.70457 1.53950 -2.26168 1.235 -2.198 -0.529 0.079
H 1.82715 -2.66913 0.54646 -0.050 0.181 0.227 0.076
H 0.24943 -3.37996 -1.57908 -0.311 0.170 -0.003 0.071
H 2.82350 -3.95262 1.22032 -0.184 -0.093 0.011 0.074
H -3.11722 5.82957 -4.92950 -0.112 0.022 0.160 0.075
H -0.27285 7.46524 -2.45354 0.009 0.307 0.176 0.060
H 5.37230 -4.75204 3.34054 0.137 0.122 0.038 0.118
H -1.69932 -1.35617 0.13771 0.085 -0.199 -0.163 0.064
H 1.38884 -3.41704 2.12005 -0.055 0.071 -0.034 0.087
H -3.07400 8.07700 -1.40798 0.026 -0.014 -0.056 0.069
H -2.65581 5.61641 -1.26094 0.072 0.120 0.035 0.118
H -0.71116 6.71733 -0.87994 -0.103 0.074 0.021 0.082
H -3.79932 8.77820 -2.86229 0.105 -0.100 0.009 0.063
H -1.01722 -4.30481 -1.92950 -0.104 0.201 -0.030 0.069
H -2.83774 4.62133 -2.69549 -0.034 0.094 0.055 0.098
H 0.72350 6.18176 -1.77968 -0.116 -0.090 -0.003 0.077
H -2.19381 -3.66022 -0.00493 0.120 -0.057 -0.046 0.136
H -3.66247 -1.82069 -2.18124 0.623 1.479 0.420 0.007
```
Forces are in eV/Å.



[3]
This record from the Open Molecules 2025 dataset describes a structure of composition C47H52N9O5S3SeTi. The level of theory is the ωB97M-V functional and the def2-TZVPD basis.

Summary:
**Total charge**: +2
**DFT total energy**: -7135.98604 Eh
**Molar mass**: 1046.02 g/mol
**Gap between HOMO and LUMO (spin up / spin down)**: 7.138 / 7.219 eV
**Energy above the lowest of the compared OMol25 structures with the same formula, charge and spin**: 2.231 eV
**2S+1**: 2
**Expectation value of S²**: 0.75

```
118
Properties=species:S:1:pos:R:3:forces:R:3:mulliken_spin:R:1
Se 0.70577 -2.62581 -1.86262 -1.198 0.178 0.274 -0.013
Ti 0.03819 -1.91052 0.78138 1.138 -0.776 0.768 0.838
S -0.01600 1.34871 -2.24445 1.081 0.519 0.614 -0.007
S -2.04758 -0.00096 -0.79751 -0.126 0.218 -0.414 0.021
S 1.93456 0.49648 -0.45588 1.292 0.529 0.347 0.017
O -0.42587 0.41677 2.63640 0.067 0.354 -0.028 0.003
O 1.15178 -1.74902 2.83206 -0.020 0.729 -0.359 -0.027
O 1.33605 -3.58326 1.06730 -0.489 -2.261 -0.735 0.001
O -1.64199 -2.02593 2.38828 -0.591 1.809 1.387 0.028
O 1.91664 -5.78758 0.86322 -2.257 0.944 -0.289 0.001
N 1.21339 -0.26399 0.55262 0.029 -0.605 0.416 0.077
N -3.07255 -1.66453 4.10332 0.929 2.140 0.491 0.003
N -1.12586 -4.07654 0.51508 -2.041 0.384 -1.654 0.013
N 1.33502 0.64725 -1.91836 -0.810 0.046 -1.019 0.005
N 2.58302 -0.75582 4.24924 -0.034 0.391 -0.637 0.000
N -1.41793 -1.24516 -0.36461 -0.846 0.665 -0.340 0.010
N 3.43279 -3.77810 -1.85117 -2.293 0.612 0.329 -0.003
N -0.28227 -5.12364 0.74546 1.757 -1.587 0.282 -0.002
N -1.22020 1.37270 -1.24551 0.074 -0.507 0.081 0.005
C -3.16057 0.72293 0.38358 -0.731 0.966 0.125 -0.001
C -4.92275 0.26086 -3.57991 -0.904 -0.699 -1.690 0.000
C -4.04061 0.61408 -2.59775 -1.475 2.643 0.939 0.003
C 0.42997 3.12933 -2.41068 -1.330 -1.251 -0.485 0.001
C -3.64450 -2.97282 3.92456 -1.610 0.104 0.341 -0.001
C -2.08888 -1.22897 3.29463 0.590 -2.570 -1.518 0.005
C -2.86818 -1.46665 -2.89928 -1.000 -0.142 0.159 0.001
C -5.09285 0.41221 1.74895 0.409 -0.092 -0.071 0.002
C 1.74549 4.70330 -3.56731 -0.105 0.746 0.190 -0.001
C -3.34680 2.10276 0.52498 0.195 0.499 -0.482 -0.002
C 3.25025 -2.05432 4.36275 -1.429 -0.296 -0.554 0.001
C 1.55070 -0.70140 3.37334 0.309 -1.802 2.061 -0.007
C 2.36615 4.74341 1.17319 0.813 0.085 -0.652 0.000
C 6.05218 -1.18644 -1.54732 1.146 -0.585 1.064 0.000
C -0.39316 0.72914 -3.85224 -0.011 0.198 0.314 0.000
C -3.12999 -0.28795 -2.19290 2.181 -2.007 0.064 -0.010
C 3.61446 -0.04956 -0.89638 -0.881 -1.711 1.589 -0.008
C -4.06036 -0.13312 1.01117 -0.512 -1.483 -0.375 0.000
C 3.08724 0.36354 5.05567 -0.668 0.419 0.546 0.000
C -3.64897 -0.73347 5.13783 0.207 -0.193 -1.613 -0.001
C -4.83548 -0.98420 -4.26481 1.047 1.857 0.739 0.001
C -1.43386 1.35171 -4.51316 0.588 -0.293 1.163 0.000
C 1.01807 -4.80273 0.84224 2.011 2.247 1.471 0.009
C 0.06653 5.43491 -1.99437 -2.072 -0.431 2.013 0.000
C -0.80172 0.15694 -6.48820 -1.048 0.543 -1.518 0.001
C 5.37579 -0.47044 -2.47497 -1.502 0.359 0.677 0.000
C 3.29004 2.91962 -0.17309 -0.751 0.160 1.412 0.003
C 4.10483 0.03259 -2.16493 0.575 0.413 -0.064 -0.001
C 1.42208 3.36376 -3.36117 -1.207 3.534 1.575 0.003
C -5.25601 1.77711 1.87544 1.405 -0.813 -0.191 -0.001
C 3.38991 4.19695 0.41611 -0.117 -1.035 -1.224 -0.001
C -1.63508 1.05590 -5.80966 -0.990 -0.006 -2.136 0.000
C -1.48346 0.14693 3.50687 -0.113 0.036 0.474 0.013
C 5.45683 -1.42577 -0.26572 1.225 -0.455 0.046 0.000
C -3.72817 -1.76207 -3.98848 -0.123 -0.758 0.376 0.000
C 4.25661 -0.88650 0.09347 -0.615 1.323 -2.323 0.000
C 1.12062 2.70594 0.89387 0.846 0.339 -0.529 -0.003
C 3.28115 -5.42702 1.19903 0.260 -2.385 -1.515 0.000
C -0.29836 4.08942 -1.72323 0.709 -0.410 -0.118 0.001
C 0.37221 -0.20943 -4.49493 2.307 -0.454 1.947 -0.002
C 1.04080 5.74504 -2.88316 1.611 -1.764 -1.228 0.000
C 1.19837 4.00348 1.32077 -0.142 1.481 0.990 0.000
C 2.15467 2.17718 0.14474 0.741 -0.249 -0.471 0.002
C -4.37751 2.66028 1.31798 1.466 -2.068 -1.384 0.002
C 2.32244 -3.38467 -1.80530 3.420 -1.027 -0.302 0.000
C 0.23060 -0.43524 -5.81807 -0.591 -0.302 -1.102 0.000
C 0.83643 0.59068 3.27413 -1.003 -0.378 0.306 0.018
H 0.74337 1.07363 4.27089 0.012 -0.112 -0.712 0.001
H 2.50763 -2.78861 4.74653 0.625 0.281 -0.298 0.000
H -4.34337 -1.31751 5.70327 -0.253 -0.131 0.557 0.000
H 1.40148 6.72398 -3.08320 -0.211 0.852 0.072 0.000
H -1.00391 -0.05680 -7.56911 0.346 0.286 1.147 0.000
H -5.79103 -0.20996 2.26627 -0.324 -0.498 0.022 0.000
H 2.96295 1.37279 4.57963 0.354 -1.107 0.215 0.000
H 3.51984 -2.32631 3.33494 0.279 -0.391 0.463 0.000
H 2.56931 5.01672 -4.24160 -0.711 -0.497 0.426 0.000
H -1.92647 -4.09107 1.13902 0.202 -0.025 0.503 0.001
H 3.54450 -6.24734 1.92683 0.288 1.330 -0.775 0.000
H 3.81795 -5.45556 0.21021 -0.144 -0.236 1.227 0.000
H 0.35550 4.51241 1.78917 0.080 -0.465 0.197 0.000
H -3.01311 -3.79810 4.22536 0.452 -0.002 0.018 0.000
H 0.32507 2.08783 1.16583 -1.459 -0.745 0.072 0.002
H -4.54355 -2.98157 4.60098 0.709 -0.324 -1.020 0.000
H -2.06954 1.95316 -3.93010 -0.792 1.122 0.224 0.000
H 3.57192 0.52167 -2.94417 -0.512 0.441 -0.339 0.000
H 1.17851 -0.77471 -4.00453 -0.472 0.633 0.184 0.001
H -2.25506 0.92282 3.45127 -0.082 -0.061 -0.345 0.001
H 4.07945 -1.99943 5.03623 0.510 0.107 0.172 0.000
H -6.01018 2.07209 2.49436 -2.089 1.141 1.383 0.000
H 3.27447 -4.43115 1.51493 0.301 1.263 1.048 0.000
H 0.92704 -1.06888 -6.30705 0.312 -0.636 -0.393 0.000
H 4.13162 0.15013 5.30316 -0.163 0.360 -0.309 0.000
H 2.55100 0.40269 6.03397 0.255 -0.002 -0.591 0.000
H -1.54128 -4.23331 -0.43010 0.592 0.728 0.658 0.002
H -0.49416 -6.09473 0.56450 -0.398 0.091 -0.148 0.000
H -1.12055 0.20976 4.52865 -0.063 -0.201 0.413 -0.001
H -2.44822 1.56042 -6.34737 0.314 -0.382 0.204 0.000
H -2.12524 -2.14230 -2.45123 -0.236 0.180 -0.773 0.004
H -4.10129 -1.23968 0.83777 0.593 1.137 0.189 -0.002
H 1.93801 2.65117 -3.86066 1.316 -2.388 -1.362 0.000
H 4.10895 2.42880 -0.66947 0.172 0.297 -0.411 0.000
H -2.73295 2.74531 -0.11476 -0.104 -0.111 0.606 0.000
H -0.49052 6.18818 -1.40639 0.573 -0.210 -0.588 0.000
H -1.00735 3.70115 -0.94435 0.610 0.997 -1.009 0.000
H 3.74733 -1.17851 0.98085 -0.241 0.121 0.689 0.002
H -3.70211 -2.64468 -4.62333 0.817 -0.176 0.498 0.000
H -3.92127 -3.08254 2.86734 -0.139 -0.222 0.359 0.000
H -4.46506 3.69375 1.40497 -0.210 1.551 0.138 0.000
H 7.07179 -1.52332 -1.84943 -0.984 -0.065 0.766 0.000
H 5.93479 -2.04237 0.51108 0.080 0.166 -0.773 0.000
H -5.49292 -1.25131 -5.08690 -0.059 0.144 0.299 0.000
H -4.13165 1.61393 -2.06434 0.034 -1.354 -0.825 0.000
H 2.58622 5.73935 1.57984 -0.788 -0.413 -0.090 0.000
H -2.86832 -0.31943 5.76428 0.026 -0.043 0.195 0.000
H 5.73244 -0.25612 -3.43987 0.674 -0.056 -1.037 0.000
H 4.23041 4.77031 0.10205 0.682 0.487 0.385 0.000
H 1.47552 1.11426 2.61412 0.327 1.313 -0.537 -0.008
H -5.66352 0.96341 -3.92700 -0.222 0.138 0.216 0.000
H -4.20850 0.08737 4.64415 0.330 -0.388 0.241 0.000
```
Forces are in eV/Å.